(1)
{"formula": "C26H28ClF5N2O2STl", "method": "ωB97M-V with the def2-TZVPD basis set", "symbols": ["Tl", "Cl", "N", "N", "C", "C", "C", "C", "C", "C", "H", "H", "H", "H", "H", "H", "C", "C", "C", "C", "H", "H", "H", "H", "H", "H", "O", "H", "H", "O", "H", "H", "C", "C", "C", "H", "H", "C", "C", "H", "C", "C", "C", "C", "H", "C", "H", "H", "H", "H", "H", "H", "H", "H", "F", "C", "C", "F", "C", "F", "C", "S", "C", "F", "C", "F"], "positions_angstrom": [[-1.125, -0.098, 0.063], [1.563, -0.262, -1.170], [0.103, 2.196, -0.217], [-0.070, -2.533, 0.024], [-0.739, 2.904, -0.900], [-0.681, -3.176, -0.931], [1.240, 3.076, 0.140], [0.582, 4.447, 0.033], [2.366, 2.969, -0.864], [1.763, 2.751, 1.523], [2.055, 3.360, -1.840], [2.652, 1.917, -0.983], [3.213, 3.567, -0.504], [0.969, 2.879, 2.261], [2.579, 3.439, 1.765], [2.134, 1.722, 1.554], [0.931, -3.437, 0.634], [0.607, -4.774, -0.032], [0.741, -3.458, 2.139], [2.363, -3.055, 0.328], [2.553, -3.093, -0.749], [3.029, -3.774, 0.827], [2.587, -2.041, 0.667], [-0.273, -3.778, 2.391], [0.908, -2.462, 2.562], [1.457, -4.157, 2.585], [-0.326, -4.458, -1.092], [0.122, -5.473, 0.659], [1.459, -5.267, -0.504], [-0.564, 4.231, -0.836], [1.197, 5.225, -0.425], [0.223, 4.795, 1.009], [-1.871, 2.327, -1.728], [-1.760, -2.607, -1.829], [-1.372, -1.351, -2.577], [-2.598, -2.364, -1.136], [-2.104, -3.414, -2.494], [-1.571, -0.135, -1.967], [-1.445, 1.112, -2.534], [-1.256, 0.006, 1.960], [-0.860, 1.156, -3.802], [-0.540, -0.055, -4.416], [-0.585, 2.489, -4.405], [-0.781, -1.300, -3.851], [-0.026, -0.018, -5.369], [-0.431, -2.593, -4.500], [-0.016, -2.435, -5.497], [-1.296, -3.263, -4.587], [0.322, -3.114, -3.897], [-1.453, 3.154, -4.363], [-0.268, 2.397, -5.444], [0.225, 2.980, -3.856], [-2.300, 3.129, -2.338], [-2.646, 2.034, -0.984], [-0.137, 2.186, 7.107], [-0.504, 1.419, 6.056], [-0.764, 2.062, 4.844], [-0.561, 3.390, 4.657], [-1.230, 1.289, 3.789], [-1.431, 1.913, 2.577], [-1.414, -0.096, 3.956], [-1.932, -1.119, 2.613], [-1.032, -0.736, 5.116], [-1.029, -2.093, 5.171], [-0.614, 0.024, 6.212], [-0.340, -0.557, 7.397]], "forces_ev_per_angstrom": [[2.01, 1.33, 0.97], [0.37, -0.19, -0.21], [-0.76, 1.07, -1.78], [-1.29, -1.07, -1.67], [1.41, -1.45, 1.27], [1.31, 1.49, 1.97], [-0.54, 0.00, 0.22], [-0.40, 0.38, 0.20], [0.23, -0.34, -0.43], [-0.06, 0.15, 0.22], [0.03, -0.10, 0.07], [0.00, 0.27, -0.03], [-0.05, -0.05, -0.09], [0.05, -0.10, 0.06], [-0.01, -0.11, 0.09], [-0.09, 0.13, -0.06], [-0.20, 0.20, 0.01], [-0.32, -0.45, -0.19], [-0.14, -0.22, 0.17], [0.41, 0.28, -0.28], [-0.01, 0.14, 0.13], [-0.10, 0.09, -0.04], [-0.03, -0.14, -0.10], [0.08, 0.10, 0.09], [-0.06, -0.16, -0.10], [-0.07, 0.06, 0.03], [-0.05, -0.80, -0.41], [-0.07, 0.02, -0.12], [0.01, 0.11, 0.13], [0.09, 1.14, -0.51], [-0.02, -0.16, 0.04], [-0.15, 0.01, -0.12], [0.09, 0.55, 0.75], [-0.06, -0.60, 0.45], [0.44, 0.99, -1.13], [0.40, -0.11, -0.59], [0.12, 0.27, 0.17], [-1.74, -0.49, -0.41], [0.32, -0.60, -0.78], [-0.02, -0.78, -1.90], [-0.66, 0.09, 0.53], [0.32, 0.18, -0.19], [0.38, 0.23, -0.48], [-0.79, -0.46, 0.80], [-0.03, -0.02, -0.17], [0.43, -0.25, -0.51], [0.00, -0.09, 0.00], [0.10, 0.13, -0.02], [-0.07, 0.00, -0.12], [0.06, -0.09, -0.05], [0.00, 0.07, -0.05], [-0.04, 0.04, -0.03], [0.11, -0.15, 0.06], [0.29, 0.07, -0.59], [0.05, -0.33, -0.11], [0.08, 0.16, 0.38], [-0.14, -0.33, -0.44], [-0.12, -0.88, 0.51], [0.23, 0.38, -0.04], [-0.17, -0.53, 1.69], [-0.40, -0.71, -0.93], [-0.96, -0.39, 3.16], [0.47, 0.42, 1.03], [-0.16, 1.04, 0.32], [-0.15, 0.21, -0.48], [0.02, 0.35, -0.36]], "lowdin_charge": [0.79, -0.04, 0.06, 0.08, -0.37, -0.35, -0.56, -0.08, -0.07, -0.03, 0.08, -0.01, 0.08, 0.06, 0.08, 0.09, -0.55, -0.08, -0.06, -0.09, 0.07, 0.08, 0.04, 0.07, 0.08, 0.08, 0.01, 0.12, 0.12, 0.00, 0.13, 0.13, -0.06, -0.06, -0.25, 0.12, 0.12, -0.32, -0.25, -0.23, -0.23, -0.01, -0.04, -0.24, 0.11, -0.05, 0.07, 0.08, 0.09, 0.08, 0.07, 0.08, 0.12, 0.12, 0.08, -0.13, -0.13, 0.09, -0.20, 0.01, -0.48, 0.68, -0.24, 0.06, -0.13, 0.09], "e_lumo_ev": 2.46, "total_charge": -1, "e_homo_ev": -2.52, "energy_ev": -76128.159}

---

(2)
{"formula": "C26H28ClFeP2", "method": "ωB97M-V with the def2-TZVPD basis set", "symbols": ["Fe", "Cl", "P", "C", "C", "C", "C", "C", "C", "C", "C", "C", "C", "C", "C", "C", "C", "C", "C", "C", "C", "H", "H", "H", "H", "H", "H", "H", "H", "H", "H", "H", "H", "H", "H", "H", "H", "H", "C", "P", "C", "C", "C", "C", "C", "C", "C", "H", "H", "H", "H", "H", "H", "H", "H", "H", "H", "H"], "positions_angstrom": [[0.187, 0.554, 1.393], [-0.215, 2.081, 2.873], [-0.115, 0.874, -0.654], [-1.464, 0.075, -1.624], [-1.287, -0.681, -2.794], [-2.388, -1.249, -3.447], [-3.678, -1.105, -2.933], [-3.858, -0.387, -1.751], [-2.767, 0.201, -1.106], [-0.375, 2.648, -1.073], [0.481, 3.569, -0.451], [0.312, 4.941, -0.639], [-0.704, 5.417, -1.472], [-1.545, 4.503, -2.116], [-1.381, 3.126, -1.926], [1.425, 0.511, -1.600], [2.521, -0.005, -0.892], [3.738, -0.233, -1.534], [3.886, 0.054, -2.891], [2.802, 0.573, -3.602], [1.574, 0.805, -2.965], [1.273, 3.199, 0.200], [0.981, 5.639, -0.135], [-0.836, 6.490, -1.610], [-2.332, 4.863, -2.775], [-2.038, 2.439, -2.454], [-0.293, -0.840, -3.207], [-2.238, -1.808, -4.369], [-4.535, -1.537, -3.450], [-4.853, -0.276, -1.323], [-2.932, 0.761, -0.184], [2.425, -0.224, 0.179], [4.576, -0.629, -0.966], [4.842, -0.132, -3.380], [2.909, 0.802, -4.661], [0.746, 1.213, -3.543], [-0.260, -5.563, -4.625], [0.488, -5.530, -4.592], [2.155, -2.523, 2.197], [0.816, -1.327, 2.036], [-0.349, -2.164, 0.885], [0.179, -1.285, 3.749], [1.106, -0.941, 4.751], [0.697, -0.918, 6.077], [-0.624, -1.252, 6.418], [-1.538, -1.590, 5.411], [-1.138, -1.617, 4.068], [2.618, -2.748, 1.223], [1.563, -3.365, 2.596], [2.903, -2.161, 2.918], [-0.409, -3.178, 1.288], [-1.346, -1.697, 0.826], [0.127, -2.152, -0.112], [2.125, -0.676, 4.480], [1.403, -0.633, 6.865], [-0.943, -1.225, 7.466], [-2.575, -1.823, 5.682], [-1.839, -1.865, 3.275]], "forces_ev_per_angstrom": [[-0.23, 2.90, 2.90], [-0.04, 0.08, -0.35], [-0.56, 0.32, -5.65], [-0.39, -0.31, 0.21], [-0.02, 0.04, 0.06], [-0.03, 0.11, 0.15], [0.30, 0.16, 0.05], [0.06, 0.19, 0.14], [0.04, -0.12, -0.08], [0.60, 0.40, 0.69], [-0.55, -2.56, -0.16], [-0.20, 1.82, -0.37], [-0.76, -0.15, -0.58], [0.49, 2.60, 0.24], [0.50, -1.51, 0.45], [0.19, 0.08, 0.28], [-0.04, 0.05, -0.07], [-0.04, 0.01, -0.01], [-0.25, -0.04, 0.30], [-0.36, 0.06, 0.14], [0.44, -0.03, -0.06], [-0.11, 0.18, -0.09], [-0.19, -0.14, -0.11], [0.01, -0.34, 0.01], [0.12, -0.04, 0.12], [0.12, 0.00, 0.13], [-0.23, 0.02, 0.09], [0.04, 0.09, 0.22], [0.28, 0.07, 0.17], [0.23, -0.02, -0.11], [-0.04, -0.09, -0.12], [0.16, 0.09, -0.45], [-0.12, 0.06, -0.11], [-0.28, 0.09, 0.07], [-0.05, -0.05, 0.25], [0.18, -0.05, 0.13], [0.29, 0.01, 0.02], [-0.29, -0.01, -0.01], [0.03, 0.06, -0.33], [0.69, -2.75, 1.86], [0.18, -0.03, 0.35], [0.03, -0.39, -0.12], [-0.44, 0.03, -0.10], [-0.11, -0.03, 0.26], [0.00, 0.08, -0.42], [-0.07, 0.02, 0.15], [0.20, 0.27, 0.40], [-0.14, -0.07, 0.45], [0.82, -0.09, -0.09], [-0.30, -0.32, -0.28], [-0.38, -0.13, -0.38], [0.30, -0.25, 0.04], [-0.28, -0.19, 0.38], [-0.13, 0.00, 0.16], [-0.27, -0.15, -0.36], [0.14, -0.04, -0.49], [0.50, 0.05, -0.17], [-0.03, -0.06, 0.23]], "lowdin_charge": [0.10, 0.07, 0.95, -0.38, -0.07, -0.04, -0.04, -0.05, -0.12, -0.28, 0.00, 0.07, 0.01, 0.05, 0.05, -0.35, -0.11, -0.05, -0.04, -0.04, -0.09, 0.12, 0.15, 0.14, 0.14, 0.13, 0.10, 0.12, 0.12, 0.12, 0.11, 0.05, 0.12, 0.13, 0.12, 0.11, 0.00, 0.00, -0.20, 0.75, -0.22, -0.41, -0.10, -0.05, -0.04, -0.05, -0.08, 0.06, 0.08, 0.06, 0.07, 0.05, 0.06, 0.11, 0.12, 0.12, 0.12, 0.10], "e_lumo_ev": [-6.51, -10.93], "total_charge": 2, "e_homo_ev": [-13.96, -14.19], "spin_multiplicity": 6, "s2": 8.79, "energy_ev": -92885.721}

---

(3)
{"formula": "C26H28ClN3O7S2", "method": "ωB97M-V with the def2-TZVPD basis set", "symbols": ["C", "C", "O", "C", "C", "C", "C", "C", "C", "N", "C", "C", "O", "N", "C", "C", "C", "C", "S", "O", "O", "N", "C", "C", "O", "C", "C", "C", "C", "S", "O", "O", "C", "C", "C", "C", "Cl", "C", "C", "H", "H", "H", "H", "H", "H", "H", "H", "H", "H", "H", "H", "H", "H", "H", "H", "H", "H", "H", "H", "H", "H", "H", "H", "H", "H", "H", "H"], "positions_angstrom": [[-0.263, 1.641, 2.627], [0.230, 1.043, 1.315], [-0.815, 0.862, 0.373], [-1.443, 1.944, -0.153], [-0.955, 3.245, -0.165], [-1.673, 4.253, -0.786], [-2.884, 3.988, -1.398], [-3.386, 2.698, -1.384], [-2.675, 1.682, -0.771], [-3.199, 0.365, -0.747], [-3.036, -0.453, -1.931], [-1.556, -0.577, -2.335], [-1.126, -0.068, -3.346], [-0.844, -1.294, -1.432], [0.536, -1.420, -1.325], [1.023, -2.087, -0.196], [2.382, -2.215, 0.000], [3.255, -1.678, -0.929], [5.003, -1.791, -0.597], [5.728, -1.180, -1.678], [5.350, -3.131, -0.224], [5.059, -0.864, 0.811], [6.089, -1.224, 1.766], [7.430, -0.596, 1.381], [7.309, 0.804, 1.251], [6.374, 1.141, 0.249], [4.991, 0.565, 0.575], [2.789, -1.033, -2.058], [1.427, -0.904, -2.266], [-3.324, -0.410, 0.720], [-2.492, -1.590, 0.778], [-3.240, 0.551, 1.773], [-5.023, -0.966, 0.593], [-5.322, -2.306, 0.441], [-6.643, -2.703, 0.314], [-7.644, -1.742, 0.342], [-9.288, -2.228, 0.184], [-7.343, -0.395, 0.499], [-6.021, -0.009, 0.623], [0.512, 1.554, 3.384], [-0.527, 2.689, 2.509], [-1.151, 1.104, 2.948], [0.607, 0.030, 1.480], [1.039, 1.642, 0.875], [-0.007, 3.478, 0.292], [-1.274, 5.257, -0.791], [-3.437, 4.778, -1.879], [-4.330, 2.466, -1.852], [-3.460, -1.435, -1.712], [-3.580, 0.006, -2.762], [-1.352, -1.594, -0.597], [0.320, -2.486, 0.520], [2.787, -2.722, 0.861], [6.158, -2.312, 1.768], [5.774, -0.867, 2.752], [8.181, -0.767, 2.154], [7.769, -1.035, 0.430], [6.343, 2.231, 0.217], [6.701, 0.747, -0.722], [4.303, 0.733, -0.255], [4.592, 1.034, 1.481], [3.503, -0.638, -2.763], [1.047, -0.400, -3.139], [-4.520, -3.027, 0.436], [-6.897, -3.745, 0.197], [-8.137, 0.335, 0.524], [-5.746, 1.025, 0.754]], "forces_ev_per_angstrom": [[-0.06, -0.12, -0.36], [0.30, 0.07, 0.43], [-0.19, 0.40, -0.25], [-0.05, 0.01, -0.23], [0.19, -0.17, 0.10], [-0.05, -0.03, 0.00], [-0.06, 0.05, -0.11], [0.13, -0.05, 0.08], [0.30, 0.45, 0.35], [0.09, -0.20, 0.85], [0.05, -0.14, -0.40], [-0.37, -0.14, 0.04], [0.02, 0.11, -0.17], [0.00, -0.46, 0.22], [0.32, 0.09, -0.19], [0.13, 0.00, -0.07], [-0.19, -0.07, 0.03], [0.64, 0.06, -0.03], [-0.45, 0.23, 0.31], [-0.25, 0.13, -0.03], [-0.10, -0.09, 0.22], [-0.13, -0.71, -0.75], [0.58, -0.19, 0.08], [-0.11, -0.24, 0.17], [0.04, 0.10, 0.17], [-0.26, 0.08, -0.17], [0.20, 0.51, -0.19], [0.16, -0.07, 0.06], [-0.14, 0.07, -0.08], [-1.01, -0.22, -0.11], [-0.25, -0.07, -0.06], [-0.14, 0.23, -0.17], [0.54, -0.08, 0.07], [0.16, -0.02, 0.05], [-0.16, 0.12, 0.00], [0.36, 0.00, 0.02], [-0.23, -0.06, -0.02], [0.07, -0.04, 0.00], [-0.07, 0.06, 0.03], [0.09, 0.02, 0.08], [-0.02, 0.09, 0.07], [0.01, -0.02, 0.11], [0.02, 0.18, -0.05], [-0.06, -0.12, 0.00], [0.08, -0.02, 0.08], [0.04, 0.08, 0.01], [-0.05, 0.07, -0.05], [-0.13, -0.04, -0.03], [-0.02, -0.04, -0.21], [0.12, -0.13, 0.11], [0.13, 0.14, -0.35], [-0.05, -0.08, 0.11], [-0.07, -0.08, 0.18], [0.10, 0.04, 0.22], [0.00, -0.04, -0.08], [-0.03, -0.08, -0.08], [0.05, 0.02, 0.09], [-0.06, -0.06, -0.06], [-0.01, 0.13, 0.12], [-0.06, 0.23, 0.05], [-0.02, -0.02, -0.09], [0.02, 0.08, -0.12], [0.01, 0.00, -0.01], [0.05, -0.13, -0.02], [-0.04, -0.08, -0.01], [-0.07, 0.05, 0.00], [-0.08, 0.19, 0.01]], "lowdin_charge": [-0.05, -0.21, -0.09, -0.21, 0.00, -0.07, -0.08, 0.00, -0.20, -0.17, -0.06, -0.44, 0.09, 0.14, -0.20, -0.01, -0.05, -0.29, 0.68, -0.29, -0.28, -0.23, -0.17, -0.18, -0.13, -0.19, -0.17, -0.04, 0.02, 0.72, -0.29, -0.24, -0.27, -0.05, -0.09, -0.67, 0.70, -0.08, -0.05, 0.08, 0.07, 0.07, 0.11, 0.12, 0.11, 0.11, 0.10, 0.12, 0.13, 0.14, 0.09, 0.12, 0.12, 0.11, 0.13, 0.13, 0.13, 0.13, 0.11, 0.12, 0.13, 0.12, 0.10, 0.12, 0.11, 0.11, 0.12], "smiles": "CCOc1ccccc1N(CC(=O)Nc1ccc(S(=O)(=O)N2CCOCC2)cc1)S(=O)(=O)c1ccc(Cl)cc1", "e_lumo_ev": 0.10, "total_charge": 0, "e_homo_ev": -8.71, "energy_ev": -80411.528}

---

- Which formula does entry 3 have?
  C26H28ClN3O7S2